Computed, not measured: 2 unconnected molecules or ions with the total composition C3H7N2 in a non-equilibrium geometry, with ωB97M-V/def2-TZVPD.

The geometry in XYZ format:
```
12
Properties=species:S:1:pos:R:3:forces:R:3
C -1.095945 0.601733 0.355089 -0.18 0.83 -1.60
C 0.694836 -0.650759 -0.854912 0.90 1.80 -2.20
C 0.196137 -0.140109 0.378548 -2.29 0.82 0.07
N 1.490390 1.366733 3.701370 -0.02 0.90 1.12
N 1.564078 0.676889 2.872781 0.25 -0.67 -0.66
H -0.924840 1.683856 0.711040 0.05 -1.41 -0.16
H -1.850657 0.181288 1.040586 0.36 0.12 0.08
H -1.536798 0.714752 -0.712794 0.70 -0.38 1.86
H 0.147540 -1.601235 -1.116542 0.74 0.25 0.46
H 0.102743 0.028047 -1.594230 1.45 -1.05 0.54
H 1.864371 -0.589080 -1.061403 -2.59 -0.79 0.71
H 0.619399 -0.185411 1.371595 0.63 -0.41 -0.23
```
Forces are in eV/Å.

Values from the calculation:
ΔE to the lowest compared entry with this formula, charge and spin, kJ/mol: 169.4
Total energy, eV: -6195.7556
Charge: +1
Maximum force, eV/A: 2.98